(1)
Formula: C6H49NO18Si2
Source: OMol25
Level of theory: wB97M-V/def2-TZVPD

```
76
Properties=species:S:1:pos:R:3
C 7.2426 0.0977 -0.1647
C 5.9012 0.1586 -1.0339
O 5.7058 -0.7616 -1.8344
N 5.0382 1.3059 -0.8237
C 4.1205 1.5658 -1.9627
C 2.5915 1.2102 -1.6722
C 1.8456 2.3220 -0.7791
C 0.3429 2.5944 -1.2348
Si -0.8874 1.3225 -0.4491
O -2.2220 1.2239 -1.5362
Si -3.2265 -0.1541 -1.2551
H 8.1504 -0.1773 -0.7920
H 7.0754 -0.7323 0.5871
H 7.4478 1.0817 0.3643
H 4.5592 1.2870 0.0797
H 4.1421 2.6975 -2.1374
H 4.4313 1.0893 -2.9349
H 2.4339 0.1659 -1.2737
H 2.0699 1.2508 -2.6886
H 2.4090 3.3083 -0.9154
H 1.9330 2.0850 0.3363
H 0.0333 3.6246 -0.8708
H 0.1800 2.5128 -2.3567
H -0.2384 0.0435 -0.1555
H -1.3821 1.8529 0.8356
H -4.6188 0.2922 -1.5033
H -3.1918 -0.6618 0.1138
H -3.0102 -1.2576 -2.2132
O -4.9115 3.2711 -0.2798
H -4.2530 2.5664 -0.3315
H -4.3873 4.0789 -0.2602
O -4.6440 -0.8132 1.9195
H -5.3685 -0.3310 2.3269
H -4.5334 -1.5859 2.4822
O 6.6702 4.0906 -0.8896
H 6.0803 3.3346 -1.0166
H 6.0740 4.8430 -0.8083
O 10.2467 -0.0796 -1.5802
H 11.1187 0.1352 -1.9389
H 9.6501 0.0374 -2.3316
O -6.7824 -2.1814 2.5849
H -7.4062 -2.0963 3.3136
H -7.1278 -1.5850 1.9113
O 9.2037 -0.1772 -4.2762
H 8.2728 -0.0120 -4.0754
H 9.3835 0.3929 -5.0325
O -9.0781 -0.7176 3.3866
H -9.7021 -0.6330 4.1174
H -9.4245 -0.1197 2.7135
O -4.5992 -4.1926 1.4826
H -5.3290 -3.7090 1.8919
H -4.4883 -4.9681 2.0433
O 11.4143 -2.3580 -3.5615
H 11.0740 -1.4816 -3.7809
H 10.9414 -2.5957 -2.7564
O -5.0312 -3.0302 -2.5642
H -5.9220 -3.2158 -2.8801
H -5.0764 -3.2168 -1.6191
O 12.2723 0.7857 -3.7661
H 13.1419 0.9997 -4.1225
H 11.6783 0.9033 -4.5145
O -5.7466 -0.5230 4.9619
H -6.5561 -0.6090 4.4420
H -5.7408 -1.3105 5.5171
O -7.2749 2.0746 4.4271
H -6.4794 1.5937 4.6834
H -6.9389 2.9084 4.0802
O -4.4952 3.0076 4.9212
H -4.5413 3.6510 5.6376
H -4.4518 2.1564 5.3742
O -6.5600 -5.3983 -1.9908
H -5.8036 -5.8634 -1.6153
H -7.3229 -5.8213 -1.5805
O -8.7661 -4.1297 3.5986
H -8.4308 -4.2395 4.4958
H -8.9894 -3.1924 3.5442
```

Computed properties:
Gap between HOMO and LUMO ... 9.504 eV
Lowest unoccupied orbital energy ... -0.34 eV
HOMO level ... -9.842 eV
Net charge ... 0
Total energy ... -2246.04016 hartree

---

(2)
Formula: C4H10N2OS
Source: OMol25
Level of theory: wB97M-V/def2-TZVPD

```
18
Properties=species:S:1:pos:R:3
N -2.6284 -1.0275 -0.5761
C -1.5840 -0.3696 0.2169
C -0.4826 -1.2164 0.3769
O -0.6173 -2.3893 -0.1016
N 0.6775 -0.8412 0.9899
C 0.9632 0.5304 1.3207
C 1.8777 1.2284 0.2878
S 1.0070 2.0029 -1.0885
H -3.5995 -0.9219 -0.2947
H -2.6014 -0.7838 -1.5666
H -2.2954 -2.0199 -0.4601
H -1.8870 0.6009 0.5602
H 1.4075 -1.5306 1.0013
H 0.0530 1.0737 1.5983
H 1.4895 0.6724 2.2800
H 2.5940 0.4679 -0.0056
H 2.3759 2.0205 0.8537
H 0.2887 0.9761 -1.5766
```

Computed properties:
Gap between HOMO and LUMO ... 7.586 eV
Lowest unoccupied orbital energy ... 0.43 eV
HOMO level ... -7.161 eV
Net charge ... 0
Energy above the lowest of the compared OMol25 structures with the same formula, charge and spin ... 54.3 kcal per mole
SMILES string ... [NH3+]/C=C(\[O-])NCCS
Total energy ... -741.29144 hartree

---

(3)
Formula: C2H10N3
Source: OMol25
Level of theory: wB97M-V/def2-TZVPD

```
15
Properties=species:S:1:pos:R:3
C 1.3635 -1.4975 -1.2956
N 0.4027 -0.3825 -0.9677
H 1.7420 -1.3653 -2.3040
H 0.8005 -2.4116 -1.2436
H 2.2126 -1.5500 -0.6229
H 0.8140 0.4528 -1.3825
H -0.5021 -0.6608 -1.3210
H 0.3265 -0.1803 0.1131
N -1.5525 1.4886 0.4720
C -0.9065 0.9972 1.5792
N 0.1859 0.3409 1.6142
H -2.1796 2.2649 0.6242
H -1.8430 0.8731 -0.2755
H -1.4882 1.1881 2.4892
H 0.6241 0.4424 2.5209
```

Computed properties:
Gap between HOMO and LUMO ... 11.021 eV
Lowest unoccupied orbital energy ... -3.27 eV
HOMO level ... -14.287 eV
Net charge ... +1
Energy above the lowest of the compared OMol25 structures with the same formula, charge and spin ... 32.3 kcal per mole
Total energy ... -246.20719 hartree

---

(4)
Formula: C6H8O2
Source: OMol25
Level of theory: wB97M-V/def2-TZVPD

```
16
Properties=species:S:1:pos:R:3
O -0.4045 2.3453 1.2424
C -0.4726 1.0263 0.8118
C 0.0300 -0.0495 1.5078
C -0.0379 -1.3044 0.8901
C -0.6120 -1.5274 -0.3358
C -1.3283 -0.4107 -0.8453
C -1.2821 0.8606 -0.3197
H 0.4817 2.5295 1.5196
H 0.6206 0.1152 2.3987
H 0.4647 -2.1089 1.4368
H -0.7401 -2.4269 -0.9122
H -1.8871 -0.6375 -1.7480
H -1.8510 1.7064 -0.6647
O 2.5928 0.1410 -1.7752
H 2.4650 -0.0241 -0.8307
H 1.9610 -0.2349 -2.3757
```

Computed properties:
Gap between HOMO and LUMO ... 9.835 eV
Lowest unoccupied orbital energy ... 0.74 eV
HOMO level ... -9.098 eV
Net charge ... 0
Energy above the lowest of the compared OMol25 structures with the same formula, charge and spin ... 14.4 kcal per mole
SMILES string ... Oc1ccccc1.O
Total energy ... -383.88717 hartree

---

(5)
Formula: C3H7N5
Source: OMol25
Level of theory: wB97M-V/def2-TZVPD

```
15
Properties=species:S:1:pos:R:3
H -1.8850 2.2822 -0.0352
N -1.9930 1.2731 -0.0229
C -0.8566 0.6951 -0.1071
C 0.4826 1.1501 -0.0302
C 1.1935 0.0195 0.0518
N 2.5166 -0.1326 0.2595
N 0.4290 -1.1521 -0.1399
N -0.9182 -0.7589 -0.3729
N -1.8682 -1.3443 0.4197
H 0.9054 2.1540 0.0577
H 3.0403 0.7106 0.3712
H 2.9712 -0.8771 -0.3330
H 0.8701 -1.6841 -0.8848
H -2.3333 -0.5203 0.9343
H -2.5545 -1.8153 -0.1682
```

Computed properties:
Gap between HOMO and LUMO ... 8.684 eV
Lowest unoccupied orbital energy ... 0.65 eV
HOMO level ... -8.037 eV
Net charge ... 0
Energy above the lowest of the compared OMol25 structures with the same formula, charge and spin ... 53.1 kcal per mole
SMILES string ... [H]/N=c1\cc(N)[nH]n1N
Total energy ... -392.21450 hartree

---

(6)
Formula: C10H16S
Source: OMol25
Level of theory: wB97M-V/def2-TZVPD

```
27
Properties=species:S:1:pos:R:3
C -5.3611 0.7657 -0.3716
C 4.2891 0.0549 0.5100
C 2.4180 1.4872 -1.2926
C -4.3684 0.2064 0.3473
C -3.1411 -0.0074 -0.3447
C -2.0542 -0.6969 0.1312
C -0.7954 -0.8032 -0.4622
C 0.2163 -1.5779 0.1051
C 1.6804 0.9379 1.2943
C 1.5015 -1.9348 -0.4829
S 2.6865 0.2233 -0.1415
H -6.4081 1.0104 0.1019
H -5.3562 1.0773 -1.4558
H 4.2700 -0.5196 1.3563
H 4.8927 -0.3772 -0.1536
H 1.4126 1.7174 -1.5203
H 2.8619 1.3459 -2.1709
H -4.3026 -0.2233 1.4232
H -2.9161 0.2925 -1.3777
H -1.9975 -1.3774 1.0896
H -0.7174 -0.2659 -1.4541
H -0.1611 -1.8528 1.1165
H 1.9872 0.2542 2.0434
H 1.9535 1.8895 1.3027
H 0.7228 1.0128 0.8909
H 2.1805 -2.5790 0.0152
H 1.6975 -1.9356 -1.4917
```

Computed properties:
Gap between HOMO and LUMO (spin up / spin down) ... 6.143 / 6.217 eV
Lowest unoccupied orbital energy (spin up / spin down) ... -0.77 / -0.76 eV
HOMO level (spin up / spin down) ... -6.911 / -6.978 eV
Net charge ... 0
Energy above the lowest of the compared OMol25 structures with the same formula, charge and spin ... 230.6 kcal per mole
Total energy ... -788.45123 hartree